C23H66N6O8 | the ωB97M-V functional and the def2-TZVPD basis

```
103
Properties=species:S:1:pos:R:3:forces:R:3
C -3.483 -29.387 0.910 -2.4933 0.5632 -1.1879
O -4.777 -29.639 0.197 0.8908 -0.2678 0.7836
C -4.635 -30.202 -1.098 2.1041 -0.1708 -0.0164
C -5.943 -30.674 -1.675 -0.9201 -0.1942 0.5059
C -5.970 -31.448 -3.010 0.4429 0.4627 1.7512
N -6.859 -29.523 -1.745 0.1337 -0.5314 0.3126
H -2.918 -30.276 1.189 -0.2892 -0.1659 -0.1382
H -3.876 -28.833 1.762 0.6023 -0.1529 0.1902
H -2.900 -28.720 0.274 0.2627 -0.0413 0.0864
H -4.129 -29.466 -1.722 -0.1822 0.4610 -0.5526
H -3.869 -30.973 -1.013 -0.1398 -0.7352 -0.1456
H -6.343 -31.300 -0.877 -0.2386 -0.3343 -0.0440
H -5.324 -32.321 -2.911 0.4251 0.2158 -0.5082
H -5.677 -30.693 -3.739 -0.0387 -0.6498 -0.6462
H -6.972 -31.859 -3.134 -0.0324 0.5023 -0.3373
H -6.763 -29.184 -0.799 -0.5523 0.7253 0.2181
H -6.406 -28.825 -2.317 -0.0096 0.3586 -0.3075
C -3.240 -27.943 -8.947 -1.4277 -2.0581 1.0430
O -4.394 -27.685 -8.134 -1.0777 1.9185 -0.7433
C -4.049 -27.040 -6.932 -0.4229 0.0094 0.1444
C -5.277 -26.698 -6.063 1.9221 -0.0031 -0.8805
C -4.914 -25.885 -4.831 -0.6685 0.8814 0.1998
N -5.911 -27.944 -5.670 -0.4178 0.3989 -0.1210
H -3.649 -28.195 -9.926 0.4220 0.3380 -0.1079
H -3.013 -28.880 -8.437 1.5752 -0.3850 -0.7549
H -2.399 -27.250 -8.941 -0.4098 0.3492 0.0767
H -3.499 -27.826 -6.416 1.0178 0.6164 0.7220
H -3.566 -26.096 -7.184 0.7583 -0.0995 0.3191
H -5.851 -26.063 -6.737 -0.7598 -0.1565 0.0874
H -5.854 -25.443 -4.501 -0.1124 -0.2633 0.5610
H -4.320 -24.982 -4.972 0.3867 -0.2448 -0.5874
H -4.462 -26.434 -4.005 -0.0468 -0.2991 -0.1410
H -5.298 -28.298 -4.949 -0.0793 -0.3875 0.3118
H -5.763 -28.545 -6.468 -0.4452 -0.5327 -0.1166
C -15.156 -31.211 0.353 1.5646 1.6023 -0.4272
O -14.867 -30.045 -0.531 -0.2229 -1.2838 0.3736
C -13.466 -29.712 -0.577 -0.4577 0.8098 -0.5475
C -13.345 -28.239 -1.081 0.8257 -0.5850 0.4221
C -11.923 -27.743 -1.273 1.0330 -0.4126 -1.0161
N -13.872 -27.436 -0.032 -1.7541 1.1074 1.1930
H -16.208 -31.457 0.501 -0.0215 0.5919 -0.5773
H -14.727 -30.889 1.302 -0.1178 -0.4544 0.3561
H -14.620 -32.090 -0.004 -0.0283 -0.0467 -0.0912
H -13.031 -29.772 0.421 -0.0064 0.2120 0.2546
H -12.853 -30.359 -1.205 -0.3563 -0.3836 -0.3572
H -13.912 -28.032 -1.989 0.0421 -0.8734 -0.4605
H -11.855 -27.015 -2.082 -0.2840 0.2276 0.0317
H -11.237 -28.517 -1.617 0.0194 -0.3016 0.1275
H -11.470 -27.276 -0.399 -0.3288 -0.2204 0.2682
H -14.863 -27.625 0.002 -0.4155 -0.4217 0.5273
H -13.899 -26.461 -0.296 0.5788 0.4228 -0.0552
C -9.492 -23.802 0.552 0.4496 -0.5016 -0.5681
O -9.456 -23.282 -0.779 0.1747 -1.2655 0.8166
C -10.750 -22.989 -1.254 0.7563 1.9260 -0.8878
C -10.629 -22.531 -2.720 -0.0954 1.1301 -0.0645
C -11.709 -21.430 -3.005 0.5376 -1.5380 0.3309
N -10.658 -23.571 -3.731 -0.3800 -0.3590 -0.0774
H -9.612 -24.885 0.524 -0.1326 -0.2325 -0.0749
H -10.308 -23.421 1.167 0.0140 0.4558 -0.0628
H -8.523 -23.625 1.019 -0.1077 0.2765 0.0002
H -11.527 -23.722 -1.039 0.0999 -0.2876 -0.0328
H -10.925 -22.027 -0.773 -1.0867 -0.0725 0.5206
H -9.684 -21.987 -2.731 0.3739 -0.0255 0.0173
H -11.606 -21.021 -4.010 -0.0156 -0.0564 0.0794
H -11.623 -20.652 -2.246 -0.1274 0.0526 -0.1754
H -12.659 -21.955 -2.901 -0.4237 0.4099 -0.1386
H -10.809 -23.172 -4.646 -0.2340 0.4022 0.0166
H -9.760 -24.008 -3.876 0.2539 -0.2861 0.4928
N -13.307 -25.060 -3.291 4.5904 3.7280 2.7223
C -13.962 -25.477 -4.325 1.1097 -1.6628 -2.6628
N -14.976 -26.100 -3.808 -5.7949 -3.2609 0.3403
O -13.613 -25.542 -5.515 -0.3157 1.0804 0.8891
H -13.652 -24.993 -2.344 -0.4852 -0.1788 -0.5646
H -12.532 -24.426 -3.424 0.7394 -0.1838 -0.3034
H -14.955 -26.404 -2.845 -0.0732 0.2484 -0.3421
H -15.605 -26.649 -4.376 0.2789 0.1618 -0.1701
C -13.495 -29.048 -5.424 -0.1919 1.2932 2.4529
C -12.949 -28.944 -6.759 -1.3743 0.3575 -1.6008
O -12.878 -30.257 -7.313 1.2537 0.0854 -0.1142
H -14.556 -29.281 -5.337 0.2245 -0.7755 -0.0944
H -13.437 -28.050 -4.989 -0.0869 0.3471 -0.0260
H -12.805 -29.584 -4.772 -0.4455 -0.7180 0.0396
H -12.083 -28.283 -6.716 0.7271 -0.7520 -0.3800
H -13.663 -28.422 -7.395 -0.0714 0.4714 -0.0350
H -12.165 -30.229 -7.955 -0.0186 -0.3210 -0.2138
C -9.871 -23.779 -7.778 0.3075 0.0546 -1.0156
C -11.058 -23.027 -7.193 1.1616 -1.4795 -1.1647
O -10.427 -22.148 -6.334 -0.4803 1.9172 1.6288
H -9.100 -24.040 -7.054 -0.8185 -1.0208 0.5622
H -9.239 -23.060 -8.300 -0.3458 0.4234 -0.8378
H -10.157 -24.549 -8.496 0.2981 -0.2832 0.2248
H -11.736 -23.701 -6.670 -0.0248 0.2170 0.2870
H -11.594 -22.519 -7.995 -0.2898 0.0709 0.0258
H -9.828 -21.616 -6.862 0.0798 0.0962 0.1140
C -10.207 -27.197 -4.692 -0.3951 -2.3394 0.1311
C -8.864 -26.747 -4.187 -1.1893 1.6254 0.0438
O -8.340 -25.874 -5.207 0.3479 0.1181 0.3163
H -10.687 -27.886 -3.997 -0.0066 0.1671 0.7220
H -10.043 -27.930 -5.483 -0.0162 0.4543 -0.7645
H -10.990 -26.480 -4.938 0.5827 0.4456 -0.1938
H -8.240 -27.542 -3.778 0.2743 -0.1127 -0.7744
H -9.081 -26.102 -3.335 0.2725 0.2006 0.2944
H -7.507 -26.157 -5.590 -0.1310 -0.6217 0.2728
```
Positions in Å, forces in eV/Å.

## Properties
- Energy: -50236.3682 eV
- HOMO: -8.97 eV
- ΔE to the lowest compared entry with this formula, charge and spin: 106.69 kcal/mol
- SMILES: COC[C@H](C)N.COC[C@H](C)N.COC[C@H](C)N.COC[C@H](C)N.NC(N)=O.CCO.CCO.CCO
- 2S+1: 1
- LUMO level: 0.547 eV